C2H2FIO3 as an isolated structure. Source: the OMol25 dataset; level of theory: the ωB97M-V functional and the def2-TZVPD basis.

```
9
Properties=species:S:1:pos:R:3:nbo_charge:R:1
C 0.114 -1.205 -0.252 0.79
C 0.315 0.149 0.364 0.31
O 0.897 -1.731 -0.942 -0.49
O -0.949 1.091 -0.719 -0.86
O -0.243 0.303 1.549 -0.65
F -1.064 -1.723 0.065 -0.30
I 2.150 0.968 -0.255 0.22
H -0.945 0.927 -1.763 0.47
H -0.276 1.222 1.952 0.53
```

Properties
**Kohn-Sham gap**: 0.351 Ha
**Maximum force**: 4.07 eV/Å
**DFT total energy**: -19064.6028 eV
**LUMO level**: -0.399 eV
**Relative energy (zero: lowest compared OMol25 entry of this formula, charge and spin)**: 2.3039 eV

***

C5H7NO as an isolated structure. Source: the OMol25 dataset; level of theory: the ωB97M-V functional and the def2-TZVPD basis.

```
14
Properties=species:S:1:pos:R:3:nbo_charge:R:1
C 0.081 1.388 -0.978 -0.41
N 0.424 0.024 -0.514 -0.51
C -0.668 -0.913 -0.665 -0.13
C -1.046 -1.288 0.575 -0.18
C -0.166 -0.729 1.593 -0.44
C 0.779 -0.026 0.917 0.52
O 2.008 0.375 0.933 -0.71
H 0.127 1.408 -2.070 0.21
H 0.822 2.080 -0.571 0.23
H -0.923 1.661 -0.642 0.21
H -1.131 -1.064 -1.630 0.22
H -1.868 -1.965 0.784 0.22
H -0.133 -1.010 2.636 0.24
H 1.696 0.059 -0.367 0.52
```

Properties
**Kohn-Sham gap**: 0.319 Ha
**Maximum force**: 0.19 eV/Å
**DFT total energy**: -8832.7888 eV
**LUMO level**: 0.865 eV
**Relative energy (zero: lowest compared OMol25 entry of this formula, charge and spin)**: 3.4140 eV

***

C36H29F10InN7OS2 as an isolated structure. Source: the OMol25 dataset; level of theory: the ωB97M-V functional and the def2-TZVPD basis.

```
86
Properties=species:S:1:pos:R:3:lowdin_charge:R:1
In 0.533 -1.195 -0.111 0.57
C 3.238 0.262 1.144 -0.05
N 2.580 -1.042 1.137 -0.29
C 3.376 -2.043 0.442 -0.21
C 3.441 -1.713 -1.050 -0.22
N 2.198 -1.141 -1.555 -0.05
C 2.261 -0.560 -2.772 -0.18
C 1.156 0.157 -3.278 -0.16
F 0.026 0.190 -2.541 0.01
C 1.132 0.853 -4.462 -0.15
F 0.025 1.536 -4.804 0.10
C 2.238 0.871 -5.291 -0.16
F 2.236 1.556 -6.447 0.09
C 3.334 0.143 -4.882 -0.15
F 4.420 0.092 -5.670 0.10
C 3.344 -0.554 -3.684 -0.12
F 4.474 -1.271 -3.465 0.06
C 2.064 -1.419 2.446 -0.19
C 1.001 -0.414 2.880 -0.23
N 0.172 -0.028 1.742 -0.04
C -0.582 1.084 1.888 -0.20
C -0.896 1.751 3.099 -0.14
F -0.546 1.234 4.300 0.07
C -1.622 2.930 3.161 -0.15
F -1.854 3.492 4.357 0.10
C -2.132 3.521 2.025 -0.16
F -2.835 4.666 2.083 0.09
C -1.903 2.880 0.820 -0.15
F -2.394 3.408 -0.313 0.10
C -1.170 1.717 0.770 -0.16
F -0.997 1.167 -0.444 -0.01
H 4.131 0.232 1.785 0.10
H 2.555 1.027 1.496 0.08
H 3.518 0.540 0.133 0.08
H 2.926 -3.019 0.623 0.05
H 4.403 -2.085 0.837 0.13
H 3.716 -2.630 -1.581 0.12
H 4.265 -1.006 -1.197 0.11
H 2.860 -1.471 3.203 0.13
H 1.620 -2.413 2.349 0.08
H 1.497 0.465 3.305 0.11
H 0.417 -0.883 3.675 0.10
S 0.574 -3.716 0.167 0.68
C -1.124 -4.103 0.039 -0.67
C -1.495 -5.412 0.352 -0.08
C -2.816 -5.827 0.339 -0.21
C -3.140 -7.167 0.732 -0.19
N -3.378 -8.246 1.052 0.15
C -3.816 -4.904 0.000 -0.21
C -3.455 -3.611 -0.340 -0.08
C -2.122 -3.185 -0.346 -0.66
S -1.829 -1.538 -0.833 0.70
C -5.204 -5.260 0.046 -0.19
N -6.322 -5.527 0.076 0.15
H -0.726 -6.117 0.638 0.11
H -4.228 -2.900 -0.598 0.11
C -4.186 -3.453 3.143 -0.08
C -3.888 -2.128 2.879 -0.06
C -2.558 -1.734 2.869 -0.14
N -1.540 -2.561 3.103 0.09
C -1.844 -3.834 3.353 -0.15
C -3.140 -4.328 3.388 -0.07
H -5.210 -3.804 3.141 0.11
H -4.665 -1.406 2.663 0.10
H -2.293 -0.708 2.642 0.09
H -1.002 -4.499 3.513 0.11
H -3.317 -5.378 3.581 0.10
O 1.657 1.985 -0.821 0.03
C 1.253 3.081 -1.194 -0.46
C 1.872 4.339 -0.602 -0.09
C 0.929 5.527 -0.429 -0.19
C 0.783 6.362 -1.699 -0.21
C 0.600 5.502 -2.948 -0.19
C -0.357 4.339 -2.735 -0.17
N 0.250 3.180 -2.094 0.10
H 2.738 4.614 -1.214 0.13
H 2.268 4.013 0.359 0.12
H 1.292 6.160 0.383 0.11
H -0.050 5.157 -0.108 0.11
H 1.666 6.996 -1.824 0.11
H -0.072 7.035 -1.589 0.11
H 1.559 5.103 -3.289 0.12
H 0.220 6.122 -3.763 0.11
H -0.716 3.984 -3.701 0.12
H -1.235 4.674 -2.170 0.11
H -0.163 2.286 -2.317 0.11
```

Properties
**Kohn-Sham gap**: 0.268 Ha
**Maximum force**: 0.24 eV/Å
**DFT total energy**: -104302.8158 eV
**LUMO level**: 2.153 eV
**Relative energy (zero: lowest compared OMol25 entry of this formula, charge and spin)**: 0.0000 eV
**Total charge**: -1

***

What is the maximum force in the third record?
0.24 eV/Å

***

Look up the relative energy (zero: lowest compared OMol25 entry of this formula, charge and spin) of the third one.
0.0000 eV